Formula: C17H19ClN2O4S
Source: OMol25
Level of theory: wB97M-V/def2-TZVPD

Calculated values
* Kohn-Sham gap: 0.33747 hartree
* total energy: -1928.0472 hartree
* energy above the lowest of the compared OMol25 structures with the same formula, charge and spin: 53.3 kJ/mol
* LUMO energy: 0.30 eV

ORCA input file:
```
! wB97M-V def2-TZVPD RIJCOSX def2/J DEFGRID3
* xyz 0 1
O -1.94 -1.91 -0.15
C -2.15 -0.78 0.25
N -3.30 -0.42 0.87
C -4.43 -1.33 1.00
C -5.60 -0.86 0.20
C -5.94 -1.06 -1.11
C -7.13 -0.32 -1.32
C -7.41 0.28 -0.14
O -6.49 -0.03 0.79
C -1.13 0.31 0.14
C -1.46 1.65 -0.05
C -0.47 2.60 -0.17
C 0.87 2.22 -0.10
Cl 2.12 3.37 -0.21
C 1.20 0.88 0.06
S 2.96 0.45 0.11
O 3.54 0.85 -1.13
O 3.49 0.98 1.33
N 2.87 -1.21 0.24
C 2.89 -1.92 -1.02
C 4.32 -2.15 -1.52
C 5.15 -2.85 -0.44
C 5.11 -2.03 0.85
C 3.66 -1.83 1.28
C 0.21 -0.07 0.18
H -3.43 0.52 1.20
H -4.72 -1.40 2.05
H -4.09 -2.30 0.63
H -5.41 -1.66 -1.82
H -7.69 -0.25 -2.23
H -8.21 0.93 0.17
H -2.49 1.96 -0.13
H -0.71 3.64 -0.31
H 2.33 -1.32 -1.74
H 2.38 -2.88 -0.88
H 4.30 -2.74 -2.44
H 4.76 -1.17 -1.75
H 6.18 -2.97 -0.78
H 4.73 -3.84 -0.26
H 5.66 -2.54 1.64
H 5.56 -1.05 0.68
H 3.61 -1.17 2.15
H 3.19 -2.79 1.53
H 0.47 -1.11 0.30
*
```



Formula: C17H19ClN4O5
Source: OMol25
Level of theory: wB97M-V/def2-TZVPD

Calculated values
* Kohn-Sham gap: 0.32265 hartree
* total energy: -1714.6559 hartree
* energy above the lowest of the compared OMol25 structures with the same formula, charge and spin: 162.9 kJ/mol
* LUMO energy: 0.11 eV

ORCA input file:
```
! wB97M-V def2-TZVPD RIJCOSX def2/J DEFGRID3
* xyz 0 1
C -5.30 -0.96 -1.56
C -5.09 -1.42 -0.12
O -3.74 -1.20 0.29
C -2.86 -2.12 -0.04
O -3.10 -3.15 -0.63
C -1.49 -1.76 0.41
N -1.17 -1.39 1.67
N 0.09 -1.23 1.74
N 0.65 -1.50 0.56
C 2.06 -1.30 0.38
C 2.41 0.21 0.31
O 3.10 0.65 -0.58
N 1.89 0.89 1.35
C 1.94 2.26 1.64
C 2.73 3.12 0.88
C 2.76 4.47 1.20
Cl 3.73 5.53 0.25
C 2.02 4.97 2.26
C 1.25 4.09 3.00
C 1.19 2.74 2.72
C 0.34 1.82 3.55
C -0.31 -1.83 -0.33
C -0.16 -2.08 -1.77
O -1.01 -1.78 -2.58
O 1.01 -2.66 -2.06
C 1.29 -2.88 -3.45
C 1.85 -1.62 -4.10
H -5.05 0.09 -1.66
H -6.34 -1.11 -1.84
H -4.67 -1.54 -2.23
H -5.32 -2.48 -0.02
H -5.70 -0.84 0.57
H 2.38 -1.78 -0.55
H 2.59 -1.74 1.23
H 1.30 0.35 1.99
H 3.30 2.74 0.05
H 2.05 6.02 2.50
H 0.68 4.48 3.83
H -0.41 1.31 2.95
H 0.95 1.07 4.05
H -0.17 2.39 4.32
H 2.03 -3.69 -3.45
H 0.38 -3.21 -3.95
H 2.14 -1.84 -5.12
H 1.09 -0.85 -4.11
H 2.71 -1.26 -3.55
*
```



Formula: C17H19CuN6O3S2
Source: OMol25
Level of theory: wB97M-V/def2-TZVPD

Calculated values
* Kohn-Sham gap (spin up / spin down): 0.25943 / 0.26796 hartree
* total energy: -3650.4448 hartree
* energy above the lowest of the compared OMol25 structures with the same formula, charge and spin: 0.0 kJ/mol
* LUMO energy (spin up / spin down): 2.34 / 2.34 eV

ORCA input file:
```
! wB97M-V def2-TZVPD RIJCOSX def2/J DEFGRID3
* xyz -1 2
Cu 0.42 0.16 0.18
N -0.10 -0.80 -1.67
C 1.13 -1.03 -2.43
C 2.20 0.02 -2.08
O 3.14 0.20 -2.86
N 1.95 0.61 -0.93
C 2.71 1.75 -0.49
C 1.84 2.64 0.41
O 2.22 3.76 0.72
O 0.74 2.09 0.83
H -0.65 -0.03 -2.05
H -0.70 -1.62 -1.64
H 1.53 -2.01 -2.17
H 0.98 -1.00 -3.51
H 3.59 1.46 0.10
H 3.09 2.34 -1.33
S -1.64 -1.66 3.69
C -2.86 -0.88 2.78
C -2.36 -0.29 1.66
C -0.95 -0.44 1.48
C -0.44 -1.18 2.52
C 0.97 -1.52 2.66
C 1.55 -2.03 3.82
C 2.91 -2.28 3.84
C 3.67 -2.00 2.72
C 3.02 -1.49 1.60
N 1.71 -1.27 1.57
H -3.89 -0.90 3.12
H -3.00 0.25 0.97
H 0.94 -2.22 4.70
H 3.38 -2.67 4.74
H 4.74 -2.16 2.70
H 3.56 -1.24 0.69
C -6.30 -0.12 -1.00
C -5.56 0.66 -2.09
C -4.28 1.26 -1.60
N -3.12 0.89 -1.99
N -2.08 1.55 -1.38
C -2.48 2.42 -0.50
N -1.68 3.22 0.23
S -4.23 2.50 -0.38
H -7.21 -0.57 -1.40
H -6.58 0.53 -0.18
H -5.67 -0.91 -0.60
H -6.21 1.44 -2.50
H -5.29 0.00 -2.91
H -0.70 2.89 0.39
H -2.09 3.68 1.02
*
```



Formula: C17H19MnN5O2S
Source: OMol25
Level of theory: wB97M-V/def2-TZVPD

Calculated values
* Kohn-Sham gap (spin up / spin down): 0.27132 / 0.26203 hartree
* total energy: -2632.6424 hartree
* LUMO energy (spin up / spin down): 0.39 / 0.38 eV

ORCA input file:
```
! wB97M-V def2-TZVPD RIJCOSX def2/J DEFGRID3
* xyz 0 2
Mn 0.17 -0.10 0.17
O 1.10 -1.87 0.03
C 0.65 -2.91 0.68
C 1.54 -3.87 1.19
C 1.09 -4.97 1.88
C -0.27 -5.20 2.09
C -1.16 -4.29 1.58
C -0.73 -3.15 0.87
C -1.75 -2.29 0.32
N -1.55 -1.22 -0.35
C -2.70 -0.47 -0.83
C -2.32 1.02 -0.80
N -1.43 1.20 0.32
C -1.72 2.03 1.25
C -0.97 2.19 2.47
C -1.34 3.23 3.33
C -0.73 3.42 4.55
C 0.27 2.52 4.93
C 0.64 1.47 4.12
C 0.04 1.27 2.85
O 0.44 0.28 2.11
H 2.60 -3.71 1.03
H 1.82 -5.68 2.27
H -0.62 -6.07 2.64
H -2.23 -4.44 1.71
H -2.79 -2.62 0.48
H -3.58 -0.67 -0.21
H -2.94 -0.76 -1.85
H -3.21 1.65 -0.75
H -1.77 1.27 -1.71
H -2.61 2.65 1.14
H -2.13 3.90 3.01
H -1.03 4.24 5.20
H 0.76 2.63 5.89
H 1.40 0.76 4.43
N 2.46 0.14 0.55
N 3.02 1.41 0.43
C 2.41 2.31 -0.36
N 2.98 3.53 -0.40
S 1.05 1.94 -1.28
H 2.38 -0.15 1.52
H 2.91 -0.55 -0.04
H 3.84 1.65 0.96
H 3.63 3.82 0.31
H 2.49 4.25 -0.89
*
```



The highest total energy belongs to which entry?
C17H19ClN4O5